71
Properties=species:S:1:pos:R:3:forces:R:3 method="wB97M-V/def2-TZVPD" e_above_lowest_kj_mol=43.05 max_force_ha_per_bohr=0.0408 homo_ev=-9.048 total_charge=+1
Rh 0.068 -0.377 -0.504 1.1 -0.8 0.6
O -1.007 -2.012 0.139 1.3 1.3 -1.0
C -2.023 -1.871 0.908 -1.1 -0.2 0.8
C -2.596 -3.088 1.419 0.5 0.5 -0.3
C -3.694 -3.088 2.212 -0.4 0.4 0.3
C -4.330 -1.871 2.578 0.1 -0.4 0.0
C -3.820 -0.700 2.118 0.3 0.0 -0.2
C -2.660 -0.641 1.281 -0.4 -0.7 0.3
C -2.268 0.654 0.884 1.2 0.1 -0.8
N -1.210 0.930 0.149 -1.1 -0.9 0.8
N -0.941 2.233 -0.094 0.9 0.9 -0.6
C 0.158 2.367 -0.823 -1.3 0.9 0.9
O 0.873 1.400 -1.246 0.1 -1.7 0.0
C 0.580 3.760 -1.145 0.0 -0.1 0.0
C -0.259 4.849 -0.895 0.2 -0.1 0.0
C 0.157 6.129 -1.218 0.1 -0.1 0.0
C 1.410 6.330 -1.785 0.0 0.1 0.0
C 2.242 5.250 -2.035 0.0 0.1 0.0
C 1.829 3.966 -1.720 0.0 0.0 0.0
H -2.100 -3.999 1.120 0.0 -0.1 0.0
H -4.104 -4.022 2.572 0.0 -0.1 0.0
H -5.207 -1.888 3.207 0.0 0.0 0.0
H -4.293 0.237 2.380 0.0 0.1 0.0
H -2.864 1.503 1.197 0.0 0.1 0.0
H -1.228 4.680 -0.454 -0.1 0.0 0.0
H -0.498 6.969 -1.032 0.0 0.0 0.0
H 1.733 7.330 -2.038 0.0 0.0 0.0
H 3.212 5.410 -2.486 0.0 0.0 0.0
H 2.463 3.116 -1.929 0.0 0.0 0.0
F 3.090 1.945 5.091 0.1 0.0 0.0
C 3.612 1.121 4.156 0.2 -0.1 0.1
C 2.822 0.673 3.141 0.2 -0.1 -0.1
C 3.348 -0.232 2.203 -0.5 0.2 0.0
C 2.473 -0.712 1.132 0.1 -0.2 -0.3
O 1.290 -0.251 1.114 -0.5 0.1 -0.6
C 3.033 -1.664 0.246 -0.3 0.1 0.5
C 4.339 -2.027 0.430 0.1 -0.2 0.0
N 5.171 -1.543 1.370 -0.4 0.2 0.0
C 6.536 -2.004 1.432 0.2 -0.1 0.0
C 7.310 -2.107 0.155 0.0 0.0 0.1
C 7.638 -1.024 1.140 -0.1 -0.1 0.0
C 4.675 -0.655 2.307 0.1 0.0 0.1
C 5.474 -0.166 3.352 -0.2 0.2 0.0
C 4.958 0.721 4.278 0.0 0.1 -0.1
N 5.819 1.172 5.327 -0.1 -0.2 -0.1
C 6.030 0.215 6.391 0.0 -0.2 0.1
C 7.313 0.543 7.127 0.1 0.1 0.1
N 7.218 1.952 7.650 -0.1 0.0 0.1
C 6.949 2.930 6.532 0.1 0.0 0.2
C 5.666 2.516 5.842 -0.1 0.2 -0.1
C 2.320 -2.361 -0.914 0.9 0.5 -0.6
O 2.874 -3.357 -1.351 -0.2 -0.2 0.2
O 1.363 -1.726 -1.456 -1.1 0.4 0.4
H 1.792 0.985 3.058 -0.1 0.0 0.0
H 4.748 -2.782 -0.229 0.0 0.0 0.0
H 6.707 -2.760 2.190 0.0 0.0 0.0
H 6.810 -1.810 -0.755 0.0 0.0 -0.1
H 7.984 -2.943 0.056 0.0 0.0 0.0
H 7.337 -0.020 0.878 0.0 0.1 0.0
H 8.547 -1.106 1.716 0.0 0.0 0.0
H 6.510 -0.455 3.426 0.1 0.0 0.0
H 6.122 -0.791 5.981 0.0 0.1 0.0
H 5.185 0.196 7.103 0.0 0.0 0.0
H 8.170 0.538 6.453 0.0 -0.1 0.0
H 7.498 -0.113 7.976 0.0 0.0 0.0
H 8.068 2.205 8.156 0.0 0.0 -0.1
H 6.449 2.005 8.326 0.0 0.0 0.0
H 7.811 2.872 5.869 -0.1 0.0 0.0
H 6.885 3.920 6.980 0.0 0.0 -0.1
H 5.482 3.212 5.023 0.0 0.0 0.0
H 4.826 2.618 6.544 0.0 0.0 0.0


71
Properties=species:S:1:pos:R:3:forces:R:3 method="wB97M-V/def2-TZVPD" e_above_lowest_kj_mol=15.48 multiplicity=5 max_force_ha_per_bohr=0.0462 s2=6.01 homo_ev="-4.356 / -4.338" total_charge=-1
Fe -0.793 0.521 -0.755 0.8 -0.3 0.6
O -2.174 -2.432 -1.776 0.2 0.2 -1.1
C -1.929 -2.290 -0.594 0.0 0.3 0.8
N -1.003 -1.455 -0.072 0.7 -0.1 0.3
C -0.354 -1.748 1.136 -0.4 0.2 0.3
C -0.145 -3.021 1.662 -1.4 -1.0 -1.0
C 0.455 -3.259 2.870 0.7 -1.4 1.0
C 0.947 -2.222 3.622 0.8 1.0 0.7
C 0.801 -0.911 3.136 0.6 0.3 -0.1
C 0.201 -0.678 1.886 0.2 0.2 -0.2
N 0.161 0.557 1.206 0.1 0.0 0.4
C 1.032 1.510 1.531 -0.6 -0.7 -1.0
O 1.926 1.513 2.389 0.2 0.3 0.2
C 0.929 2.685 0.595 1.0 0.2 0.9
C 1.609 3.829 0.965 -0.3 0.8 0.0
C 1.428 4.972 0.197 0.8 0.9 0.3
C 0.763 4.893 -1.020 -0.4 -0.6 0.7
C 0.191 3.666 -1.311 -0.3 0.0 0.1
N 0.232 2.599 -0.515 -0.2 -0.1 -0.4
C -2.897 -3.027 0.296 0.1 0.4 0.5
C -3.226 -4.310 -0.063 -1.0 0.0 0.2
C -4.237 -4.947 0.644 0.9 -1.2 -0.6
C -4.818 -4.333 1.719 -0.9 1.0 0.2
C -4.447 -3.002 1.970 0.7 -0.9 -0.9
N -3.494 -2.361 1.286 -0.2 -0.3 0.4
H -0.574 -3.891 1.144 0.3 0.4 0.0
H 0.592 -4.302 3.251 -0.2 1.0 -0.6
H 1.566 -2.398 4.537 -0.9 0.1 -0.7
H 1.277 -0.049 3.645 -0.6 -0.9 -0.3
H 2.171 3.792 1.890 -0.1 0.2 -0.1
H 1.804 5.958 0.539 -0.1 -0.8 -0.2
H 0.562 5.752 -1.637 0.1 0.1 -0.1
H -0.436 3.521 -2.152 -0.4 0.0 -1.0
H -2.806 -4.685 -0.970 0.3 -0.5 -0.2
H -4.490 -5.974 0.376 -0.2 0.3 0.0
H -5.676 -4.795 2.224 0.6 0.2 0.1
H -4.917 -2.449 2.738 -0.5 0.6 0.8
O 4.512 -2.087 3.314 0.6 -0.9 0.5
C 4.828 -0.842 2.843 0.0 1.7 -1.3
N 4.079 -0.491 1.635 -0.4 0.3 -0.1
C 4.569 -0.511 0.370 0.7 -0.9 1.4
O 5.665 -0.984 0.110 0.2 0.2 -0.4
C 3.701 0.101 -0.658 0.0 -0.4 -0.4
C 4.217 1.168 -1.396 -0.9 0.0 -0.6
C 3.390 1.683 -2.364 -0.7 0.2 -1.1
C 2.088 1.133 -2.589 1.5 1.0 0.5
N 1.642 0.106 -1.922 0.1 -0.8 1.1
C 2.463 -0.439 -0.985 -0.9 0.0 0.2
H 3.564 -2.145 3.362 -0.8 -0.2 0.1
H 5.876 -0.809 2.552 0.1 -0.2 0.2
H 4.634 -0.015 3.553 0.0 -0.5 0.0
H 3.186 -0.028 1.746 -0.1 0.2 0.4
H 5.200 1.606 -1.272 0.0 -0.3 0.4
H 3.764 2.495 -2.997 -0.4 -0.2 0.3
H 1.368 1.600 -3.236 0.0 0.2 -0.5
H 2.010 -1.311 -0.455 0.7 0.7 -0.3
C -1.329 -0.024 -4.021 -0.3 -2.1 -1.0
C -2.264 0.866 -3.354 -1.4 1.1 0.3
C -3.434 1.477 -3.833 1.0 0.0 0.4
C -3.925 2.269 -2.758 -0.4 -0.2 -1.0
C -3.100 2.064 -1.700 0.2 0.6 1.4
C -3.196 2.644 -0.307 0.1 0.2 0.9
N -2.087 1.222 -2.046 0.0 0.0 -0.2
H -1.719 -0.118 -5.036 0.0 -0.4 -0.2
H -1.294 -1.061 -3.569 0.0 1.1 -0.4
H -0.328 0.328 -4.190 0.7 0.4 0.4
H -3.862 1.468 -4.827 0.2 -0.3 0.0
H -4.783 2.910 -2.833 -0.2 0.1 0.3
H -3.936 3.467 -0.295 0.1 -0.5 0.0
H -2.255 3.129 0.068 -0.6 -0.5 -0.5
H -3.476 1.897 0.500 0.2 0.7 -1.0


63
Properties=species:S:1:pos:R:3:forces:R:3 method="wB97M-V/def2-TZVPD" max_force_ha_per_bohr=0.0135 homo_ev=-4.868 total_charge=0
K 0.213 -0.195 0.225 0.3 -0.1 0.6
N -2.495 -0.056 -1.725 -0.2 0.2 0.1
P -1.915 -1.659 -1.378 -0.3 -0.2 -0.4
C -3.345 -2.505 -2.166 0.0 0.0 0.3
C -4.476 -2.693 -1.370 0.1 0.0 0.0
C -5.651 -3.184 -1.916 -0.1 0.0 0.0
C -5.700 -3.514 -3.263 0.0 0.0 0.0
C -4.571 -3.356 -4.053 0.0 0.0 -0.1
C -3.396 -2.855 -3.512 0.0 0.1 0.0
C -0.600 -1.935 -2.613 -0.1 -0.1 0.0
C -0.078 -0.972 -3.466 -0.1 0.0 0.1
C 0.950 -1.303 -4.338 0.1 0.0 -0.1
C 1.459 -2.591 -4.359 0.0 0.0 0.0
C 0.941 -3.560 -3.508 0.0 0.0 0.0
C -0.077 -3.229 -2.632 0.0 0.0 0.0
P -1.948 1.521 -1.319 -0.3 0.0 -0.2
C -3.253 2.399 -2.284 0.2 0.0 -0.1
C -3.213 2.225 -3.671 0.0 0.0 0.1
C -4.194 2.769 -4.481 0.0 0.0 -0.1
C -5.225 3.512 -3.920 0.0 0.0 0.0
C -5.257 3.712 -2.550 0.0 0.1 0.0
C -4.276 3.165 -1.734 0.1 -0.1 0.0
C -2.528 1.822 0.402 0.0 0.0 -0.1
C -3.105 0.843 1.204 0.0 0.0 -0.1
C -3.462 1.129 2.516 0.0 0.0 0.1
C -3.247 2.396 3.035 0.0 0.0 0.0
C -2.671 3.381 2.242 0.0 0.0 0.0
C -2.303 3.091 0.939 0.1 0.0 0.0
H -3.503 -0.079 -1.810 -0.1 -0.1 -0.2
H -4.433 -2.453 -0.312 0.0 0.0 0.0
H -6.526 -3.311 -1.292 0.0 0.0 0.0
H -6.612 -3.908 -3.692 0.0 0.0 0.0
H -4.604 -3.616 -5.104 0.0 0.0 0.0
H -2.522 -2.731 -4.137 0.0 0.0 0.0
H -0.469 0.038 -3.443 0.0 0.0 0.0
H 1.362 -0.549 -4.995 0.0 0.0 0.0
H 2.271 -2.846 -5.028 0.0 0.0 0.0
H 1.340 -4.565 -3.520 0.0 0.0 0.0
H -0.481 -3.977 -1.956 0.1 0.0 0.0
H -2.412 1.643 -4.112 0.0 0.0 0.0
H -4.157 2.612 -5.551 0.0 0.0 0.0
H -5.995 3.940 -4.548 0.0 0.0 0.0
H -6.054 4.294 -2.105 0.0 0.0 0.0
H -4.322 3.327 -0.666 0.0 0.0 0.0
H -3.288 -0.149 0.804 0.0 0.0 0.0
H -3.912 0.361 3.131 0.0 0.0 0.0
H -3.523 2.622 4.057 0.0 0.0 0.0
H -2.502 4.373 2.642 0.0 0.0 0.0
H -1.843 3.856 0.321 0.0 0.0 0.0
C 2.569 0.010 -0.957 0.1 0.1 -0.4
C 3.309 -0.773 -0.037 0.1 0.2 -0.1
C 3.436 -0.411 1.332 -0.2 0.0 0.0
C 4.158 -1.172 2.233 0.0 -0.1 0.0
C 4.794 -2.342 1.832 0.0 0.0 0.2
C 4.683 -2.728 0.496 -0.1 0.0 -0.1
C 3.970 -1.975 -0.413 -0.1 -0.2 0.1
H 2.716 -0.201 -2.013 0.0 0.0 0.0
H 2.496 1.074 -0.726 0.1 0.1 0.0
H 2.955 0.506 1.671 0.1 0.0 0.0
H 4.237 -0.846 3.265 0.0 0.0 0.0
H 5.366 -2.932 2.536 0.0 0.0 0.0
H 5.180 -3.633 0.161 0.0 0.0 0.0
H 3.908 -2.294 -1.449 0.0 0.0 0.0


65
Properties=species:S:1:pos:R:3:forces:R:3 method="wB97M-V/def2-TZVPD" e_above_lowest_kj_mol=156.23 multiplicity=2 max_force_ha_per_bohr=0.0715 s2=0.80 homo_ev="-9.236 / -9.261" total_charge=+1
Tc 0.010 0.027 0.476 3.1 1.7 -1.1
C -4.922 -2.735 -0.049 0.1 -0.4 -0.2
C -4.610 -1.486 0.261 0.0 0.3 0.1
C -3.183 -0.987 0.385 -0.1 0.0 0.3
C -2.190 -1.930 -0.263 -0.3 -0.3 0.1
C -2.574 -3.318 -0.457 0.3 0.3 -0.1
C -3.851 -3.687 -0.340 -0.8 -0.1 0.0
N -1.007 -1.489 -0.555 0.4 -0.2 -0.7
C -0.079 -2.288 -1.320 -0.5 0.2 0.3
C -0.389 -3.018 -2.455 -0.2 0.1 -0.2
C 0.608 -3.751 -3.077 0.0 0.0 0.0
C 1.901 -3.753 -2.561 0.1 0.0 0.1
C 2.219 -2.991 -1.445 0.2 -0.1 -0.1
C 1.221 -2.236 -0.852 0.4 0.4 0.7
N 1.398 -1.339 0.222 -1.0 -0.4 -0.1
N 2.518 -1.363 0.920 -0.1 0.3 0.3
C 2.402 -0.522 1.948 0.2 -0.2 -0.3
C 3.455 -0.386 2.887 0.2 0.1 0.1
C 3.295 0.422 3.963 0.2 -0.1 0.1
C 2.074 1.123 4.140 0.0 0.1 0.0
C 1.094 0.979 3.219 0.1 -0.1 0.0
N 1.225 0.174 2.116 -0.7 -0.2 -0.1
H -5.952 -3.065 -0.062 0.1 0.0 0.0
H -5.374 -0.767 0.538 0.1 0.0 0.0
H -3.976 0.978 0.123 0.0 0.0 0.0
H -1.816 -4.043 -0.708 0.1 0.0 0.1
H -4.104 -4.734 -0.480 0.0 0.1 0.0
H -1.395 -3.007 -2.859 0.1 0.0 0.0
H 0.378 -4.319 -3.970 0.0 0.0 0.1
H 2.672 -4.340 -3.048 0.0 0.1 0.0
H 3.223 -2.942 -1.043 -0.1 -0.1 0.0
H 4.362 -0.950 2.709 -0.1 0.1 0.0
H 4.097 0.532 4.685 -0.1 0.0 -0.1
H 1.916 1.775 4.990 0.0 0.0 -0.1
H 0.162 1.510 3.309 0.0 0.0 0.0
C -1.882 1.237 -0.011 -0.8 0.0 0.3
C -3.120 0.411 -0.252 0.2 -0.1 0.1
C -2.951 -1.017 1.896 0.0 0.0 -0.2
C -2.610 -0.010 2.737 0.2 0.2 0.0
C -2.080 1.293 2.478 -0.3 -0.3 0.1
C -1.598 1.776 1.248 0.1 -0.1 0.0
H -1.618 1.868 -0.846 0.2 0.0 -0.1
H -3.267 0.284 -1.326 0.0 0.0 0.0
H -3.207 -1.970 2.349 0.0 0.1 0.0
H -2.686 -0.264 3.789 0.0 0.0 0.0
H -1.921 1.921 3.346 -0.1 0.0 0.0
H -1.058 2.717 1.264 0.1 -0.1 0.1
C 0.754 1.013 -3.242 0.0 0.0 0.0
C 1.439 2.167 -2.557 -0.2 -0.2 -0.1
C 2.053 3.190 -3.258 0.0 -0.1 -0.2
C 2.697 4.225 -2.595 0.0 0.0 0.0
C 2.745 4.240 -1.208 0.1 0.1 0.1
C 2.148 3.241 -0.461 0.0 0.0 0.3
C 2.211 3.208 1.041 0.1 0.0 0.0
C 1.473 2.220 -1.150 0.4 -0.6 -0.1
N 0.805 1.250 -0.451 -1.6 -0.5 0.6
H 0.811 1.114 -4.325 0.0 0.0 0.0
H -0.303 0.953 -2.956 0.1 0.0 0.0
H 1.210 0.056 -2.963 0.0 0.1 0.0
H 2.034 3.170 -4.343 0.0 0.0 0.1
H 3.168 5.019 -3.161 0.0 0.0 0.0
H 3.265 5.041 -0.694 0.0 0.0 0.0
H 2.707 4.097 1.429 0.0 0.0 0.0
H 2.761 2.327 1.392 0.0 0.1 -0.1
H 1.211 3.151 1.480 0.1 0.0 0.0


70
Properties=species:S:1:pos:R:3:forces:R:3 method="wB97M-V/def2-TZVPD" max_force_ha_per_bohr=0.0142 homo_ev=-11.809 total_charge=+1
C 1.442 -0.936 0.177 -0.4 0.3 0.5
C 1.117 -0.035 -0.532 0.2 -0.1 -0.1
N 0.835 1.144 -1.240 0.1 -0.5 0.2
C 0.841 2.376 -0.309 -0.2 0.2 0.2
C -0.576 2.885 -0.139 -0.2 -0.3 -0.2
C -1.474 1.950 0.706 0.2 0.2 0.0
C -2.718 1.594 -0.076 0.1 0.1 0.1
O -3.535 0.698 0.675 0.1 -0.1 -0.2
C -4.620 0.315 -0.060 0.1 -0.1 -0.1
O -4.841 -0.820 -0.335 -0.2 0.1 0.3
H 1.572 -1.611 0.998 0.2 -0.3 -0.4
H 1.517 1.276 -2.005 0.1 0.4 0.0
H -0.075 1.045 -1.700 0.0 0.2 0.0
H 1.247 2.025 0.638 0.1 0.0 0.0
H 1.497 3.107 -0.773 0.0 -0.1 -0.1
H -1.015 2.999 -1.139 0.0 0.1 0.0
H -0.550 3.888 0.283 0.1 0.0 0.0
H -1.728 2.440 1.645 -0.1 -0.1 0.0
H -0.935 1.038 0.972 -0.1 0.0 0.0
H -3.274 2.499 -0.346 -0.1 0.0 0.0
H -2.417 1.090 -1.006 -0.1 0.0 -0.1
H -5.234 1.166 -0.395 0.0 0.0 0.0
C -6.797 1.022 -5.509 0.0 0.0 0.0
C -5.498 0.859 -5.745 0.0 0.0 0.0
C -4.611 0.226 -4.739 0.0 0.1 0.0
O -3.417 0.105 -4.933 0.0 0.1 0.0
C -5.225 -0.232 -3.470 0.0 -0.1 -0.1
C -6.522 -0.067 -3.228 0.0 0.0 0.0
C -7.413 0.577 -4.230 0.0 0.0 0.0
O -8.592 0.733 -4.012 0.0 0.0 0.0
H -7.466 1.484 -6.223 0.0 0.0 0.0
H -5.028 1.181 -6.665 0.0 0.0 0.0
H -4.564 -0.715 -2.764 0.0 0.0 0.0
H -6.987 -0.395 -2.306 0.0 0.0 0.0
C 0.844 4.873 -5.670 0.0 0.0 0.0
C 0.995 4.327 -4.466 0.0 0.0 0.0
C 1.896 3.177 -4.263 0.1 0.0 -0.1
O 2.029 2.674 -3.152 -0.2 -0.1 0.0
C 2.639 2.651 -5.423 0.0 0.0 0.0
C 2.493 3.191 -6.630 0.0 0.0 0.0
C 1.582 4.346 -6.851 0.0 0.0 0.0
O 1.445 4.841 -7.943 0.0 0.0 0.0
H 0.189 5.715 -5.851 0.0 0.0 0.0
H 0.474 4.697 -3.592 0.0 0.0 0.0
H 3.298 1.812 -5.235 0.0 0.0 0.0
H 3.023 2.825 -7.501 0.0 0.0 0.0
C 0.825 0.342 5.327 0.0 0.0 0.0
C 1.196 -0.460 6.322 0.0 0.0 0.0
C 2.298 -1.444 6.149 0.0 0.0 0.0
O 2.625 -2.189 7.044 0.0 0.0 0.0
C 2.979 -1.487 4.828 0.0 0.0 0.0
C 2.604 -0.682 3.840 0.0 0.0 -0.1
C 1.498 0.287 4.009 0.0 0.0 0.0
O 1.154 1.010 3.091 -0.1 0.0 -0.1
H 0.022 1.061 5.427 0.0 0.0 0.0
H 0.717 -0.444 7.293 0.0 0.0 0.0
H 3.776 -2.209 4.716 0.0 0.0 0.0
H 3.085 -0.697 2.870 0.0 0.0 0.0
C 3.209 -5.186 5.565 0.0 0.0 0.0
C 3.578 -6.016 6.536 0.0 0.0 0.0
C 4.678 -6.995 6.333 0.0 0.0 0.0
O 5.014 -7.753 7.213 0.0 0.0 0.0
C 5.349 -7.007 5.006 0.0 0.0 0.0
C 4.979 -6.173 4.038 0.0 0.0 0.0
C 3.883 -5.197 4.245 0.0 0.0 0.0
O 3.552 -4.425 3.364 0.0 0.1 0.0
H 2.412 -4.466 5.692 0.0 0.0 0.0
H 3.105 -6.021 7.509 0.0 0.0 0.0
H 6.146 -7.728 4.882 0.0 0.0 0.0
H 5.453 -6.162 3.065 0.0 0.0 0.0


68
Properties=species:S:1:pos:R:3:forces:R:3 method="wB97M-V/def2-TZVPD" max_force_ha_per_bohr=0.0302 homo_ev="-1.172 / -1.167" total_charge=-2
Pd 2.070 1.752 -1.160 -1.5 0.2 0.3
Se 1.477 4.499 -0.782 0.2 -0.6 -0.3
Se 2.304 4.536 -2.974 -0.1 0.4 -0.2
Se 2.405 2.226 -3.502 0.1 0.0 0.7
Se 4.305 1.406 -2.498 0.7 0.0 -0.3
C -2.274 2.726 1.570 0.1 0.1 0.0
C -2.286 1.237 1.269 0.1 0.1 0.0
C -3.564 0.553 1.722 0.0 -0.1 0.0
O -2.130 1.014 -0.108 0.0 -0.3 -0.2
C -0.731 0.787 -0.348 -0.1 -0.1 0.1
C -0.278 0.075 0.929 0.0 0.2 0.1
O -1.175 0.642 1.908 0.3 -0.2 0.1
C 1.222 0.298 1.354 -0.1 0.1 0.0
O 1.714 1.493 0.879 0.4 -0.5 -0.4
C 1.351 0.307 2.906 0.0 0.1 0.0
C 2.286 1.173 3.467 -0.1 0.0 0.0
C 2.521 1.187 4.838 -0.1 -0.1 0.0
C 1.818 0.332 5.680 0.1 0.1 -0.1
C 0.881 -0.533 5.130 -0.1 0.0 -0.1
C 0.649 -0.544 3.759 0.1 0.0 0.0
C 2.083 -0.940 0.951 -0.2 0.0 0.0
C 1.667 -2.258 1.152 0.0 0.0 0.0
C 2.482 -3.332 0.818 0.0 0.1 0.0
C 3.744 -3.109 0.281 0.0 0.0 0.0
C 4.183 -1.802 0.116 0.0 0.0 0.0
C 3.365 -0.734 0.465 0.1 -0.2 0.0
C -0.482 0.040 -1.672 0.0 0.1 -0.1
O 0.879 -0.020 -1.873 -0.1 0.1 0.3
C -1.079 -1.383 -1.573 0.0 0.1 -0.1
C -0.201 -2.460 -1.538 0.0 -0.1 0.0
C -0.674 -3.763 -1.404 -0.1 0.0 0.0
C -2.038 -4.009 -1.311 0.1 0.1 0.0
C -2.926 -2.939 -1.358 0.0 0.1 0.0
C -2.451 -1.639 -1.490 0.1 0.0 0.0
C -1.131 0.819 -2.846 0.1 -0.1 -0.1
C -1.505 0.162 -4.021 0.0 0.1 0.0
C -1.919 0.868 -5.146 0.0 0.0 0.1
C -1.965 2.257 -5.124 0.0 0.0 0.1
C -1.593 2.924 -3.963 0.0 0.0 0.0
C -1.183 2.213 -2.841 -0.1 0.1 0.0
H -3.122 3.212 1.083 0.0 0.0 0.0
H -1.344 3.158 1.193 -0.1 0.0 0.0
H -2.324 2.887 2.650 0.0 0.0 -0.1
H -4.424 0.983 1.202 0.0 0.0 0.0
H -3.690 0.674 2.801 0.0 0.0 -0.1
H -3.497 -0.510 1.482 0.0 0.0 0.0
H -0.221 1.747 -0.405 0.1 0.1 0.0
H -0.489 -0.990 0.843 -0.1 -0.1 0.0
H 2.804 1.846 2.794 0.0 0.0 0.0
H 3.255 1.875 5.249 0.0 0.0 0.0
H 1.996 0.343 6.751 0.0 0.0 0.0
H 0.316 -1.200 5.776 0.0 0.0 -0.1
H -0.099 -1.217 3.360 0.0 0.0 0.0
H 0.692 -2.464 1.575 0.0 0.0 -0.1
H 2.125 -4.346 0.973 0.0 0.0 0.0
H 4.372 -3.945 -0.012 0.0 0.0 0.0
H 5.161 -1.603 -0.310 0.0 0.0 0.0
H 3.723 0.272 0.352 0.0 0.3 -0.1
H 0.857 -2.240 -1.614 0.0 0.0 0.0
H 0.030 -4.589 -1.368 0.0 0.0 0.0
H -2.409 -5.024 -1.205 0.0 0.0 0.0
H -3.996 -3.119 -1.295 0.1 0.0 0.0
H -3.144 -0.808 -1.527 0.0 0.0 0.0
H -1.455 -0.918 -4.069 0.0 0.0 0.0
H -2.195 0.325 -6.046 0.0 0.0 0.0
H -2.273 2.809 -6.005 0.0 0.0 0.0
H -1.591 4.008 -3.926 0.0 0.0 0.0
H -0.884 2.773 -1.964 0.0 0.0 0.0